{"formula": "C5H10N2O", "method": "ωB97M-V with the def2-TZVPD basis set", "e_lumo_ev": 0.982, "molar_mass_da": 114.15, "homo_lumo_gap_ev": 8.81, "max_force_ev_per_a": 6.68, "de_lowest_kj_mol": 490.9, "homo_energy_ev": -7.83, "elements": ["H", "C", "N", "H", "C", "O", "H", "C", "C", "N", "H", "H", "H", "H", "H", "H", "C", "H"], "xyz": [[2.3231, 2.1290, 0.0715], [-2.1986, -0.8472, -0.3903], [2.0849, -1.6501, 0.1689], [-1.8077, -1.7456, 0.1325], [1.3248, 1.8012, 0.0031], [1.4719, 0.5427, -0.4286], [-3.0938, -0.9721, -0.9692], [-1.9803, 0.2939, 0.6008], [0.3789, -0.3260, -0.1973], [0.7135, -1.5265, 0.1107], [-0.8053, 0.8263, -1.1881], [2.7383, -0.9468, -0.1016], [-1.6212, -0.0341, 1.6618], [-2.6665, 1.1269, 0.4610], [0.4927, 2.3624, -0.4283], [1.1837, 1.6993, 1.2212], [-0.9587, -0.0994, -0.5674], [2.4205, -2.6341, -0.1606]]}